Formula: C2H2O2
Source: the Open Molecules 2025 dataset
Level of theory: wB97M-V/def2-TZVPD

Last column: Mulliken charge in e.
Atoms and positions in Å:
1 C -0.367 -0.750 0.141  -0.0583
2 C -0.348 0.780 -0.157  -0.3142
3 O -1.732 -0.722 0.094  -0.1293
4 O -1.769 0.669 -0.092  -0.1297
5 H 0.282 -1.685 0.401  0.2860
6 H 0.336 1.586 -0.118  0.3455

Output
Orbital gap (eV): 9.80
LUMO level (eV): 1.148
Relative energy (zero: lowest compared OMol25 entry of this formula, charge and spin) (kJ/mol): 473.9
E_HOMO (eV): -8.65
Spin multiplicity: 1